Formula: C28H26BF3N4O8
Source: the OMol25 dataset
Level of theory: ωB97M-V with the def2-TZVPD basis set

Properties
Lowest unoccupied orbital energy (Ha): -0.055
Orbital gap (Ha): 0.261

Geometry as XYZ:
```
70
Properties=species:S:1:pos:R:3:forces:R:3
O -3.093 -4.870 0.607 1.5 0.6 0.4
N -2.026 -4.383 1.010 0.0 -0.6 -0.8
O -0.922 -4.575 0.479 -1.5 0.2 0.6
C -2.073 -3.524 2.199 -0.1 0.6 0.8
C -3.294 -3.310 2.853 0.0 0.0 0.0
C -3.328 -2.511 3.998 0.3 -0.1 -0.3
C -2.154 -1.929 4.480 -0.1 0.2 -0.3
C -0.941 -2.136 3.821 -0.4 -0.2 -0.2
C -0.894 -2.935 2.677 -0.1 -0.2 -0.1
H -4.217 -3.756 2.490 0.3 0.0 -0.1
H -4.270 -2.344 4.516 0.2 -0.1 -0.1
H -2.185 -1.312 5.377 0.0 -0.4 -0.8
H -0.032 -1.677 4.202 -0.1 -0.1 -0.1
H 0.059 -3.089 2.176 -0.6 -0.1 0.2
O 1.706 -2.575 1.362 1.6 1.3 -0.1
N 2.558 -1.674 1.391 -0.6 0.0 1.1
O 2.781 -0.952 2.374 -0.4 -1.1 -1.4
C 3.351 -1.443 0.178 0.5 0.2 -0.8
C 3.105 -2.211 -0.968 0.0 0.1 0.0
C 3.847 -1.971 -2.127 0.0 0.2 0.4
C 4.826 -0.976 -2.137 -0.1 0.0 0.1
C 5.076 -0.220 -0.991 -0.3 -0.3 0.0
C 4.339 -0.449 0.173 0.0 0.0 0.0
H 2.346 -2.990 -0.977 0.1 0.2 0.2
H 3.659 -2.557 -3.024 0.0 0.1 0.2
H 5.398 -0.789 -3.044 -0.1 0.0 0.2
H 5.843 0.552 -1.006 -0.2 -0.2 0.1
H 4.543 0.151 1.057 -0.2 -0.3 -0.1
O -3.476 -1.583 7.265 1.5 0.7 0.6
N -2.409 -1.096 7.668 0.0 -0.7 -0.7
O -1.305 -1.288 7.138 -1.4 0.3 1.2
C -2.456 -0.236 8.857 -0.1 0.6 0.8
C -3.677 -0.022 9.511 0.1 0.0 0.0
C -3.711 0.776 10.656 0.3 -0.1 -0.2
C -2.537 1.358 11.139 0.0 -0.1 -0.1
C -1.324 1.151 10.479 -0.3 -0.2 -0.2
C -1.277 0.352 9.335 0.0 0.0 0.0
H -4.600 -0.468 9.148 0.4 0.0 -0.1
H -4.653 0.943 11.175 0.2 -0.1 -0.2
H -2.568 1.975 12.035 0.0 -0.1 -0.2
H -0.415 1.610 10.860 -0.2 -0.1 -0.1
H -0.324 0.199 8.835 -0.3 -0.1 0.0
O 5.302 4.226 -8.055 -1.5 -1.0 0.4
N 4.291 3.554 -7.804 1.2 -0.6 0.2
O 4.311 2.383 -7.398 0.0 1.7 -0.6
C 2.982 4.185 -8.007 -0.9 0.4 -0.2
C 2.913 5.495 -8.502 0.0 -0.1 0.0
C 1.664 6.082 -8.716 0.1 -0.4 0.1
C 0.498 5.369 -8.434 0.1 -0.1 0.0
C 0.570 4.068 -7.932 0.3 0.2 -0.1
C 1.813 3.470 -7.717 0.1 0.0 0.0
H 3.812 6.064 -8.726 -0.1 -0.3 0.1
H 1.600 7.096 -9.105 0.1 -0.2 0.1
H -0.473 5.829 -8.608 0.2 -0.1 0.0
H -0.343 3.520 -7.712 0.2 0.1 0.0
H 1.853 2.454 -7.328 0.2 0.3 -0.1
C -1.067 -1.818 -1.947 -1.2 2.6 -0.4
C -1.322 -0.412 -2.420 1.4 -1.9 -1.2
B -1.471 -0.185 -4.071 1.2 -1.8 1.5
C -1.840 -1.549 -4.947 -0.8 0.2 0.2
C -1.290 1.328 -4.703 -0.1 2.3 0.3
F -2.609 1.929 -5.129 4.2 -1.4 0.9
F -0.776 2.187 -3.584 -1.4 -1.7 -3.7
F -0.320 1.415 -5.826 -3.1 0.1 3.3
H -0.034 -2.375 -2.155 -3.0 0.8 -0.5
H -1.965 -2.344 -1.395 2.6 1.1 0.1
H -1.453 0.514 -1.708 -1.0 -2.3 -1.1
H -2.017 -1.328 -6.083 0.5 -0.7 2.1
H -2.858 -1.955 -4.473 2.1 0.8 -1.2
H -1.048 -2.422 -4.762 -1.5 1.9 -0.4
```
Forces are in eV/Å.

Quick look at the Mulliken charges, all values in e: atom 1 (O): -0.603, atom 2 (N): 0.999, atom 3 (O): -0.571, atom 4 (C): -0.095, atom 5 (C): -0.314, atom 6 (C): -0.452, atom 7 (C): 0.048, atom 8 (C): -0.852, atom 9 (C): -0.360, atom 10 (H): 0.442, atom 11 (H): 0.385, atom 12 (H): 0.210, atom 13 (H): 0.413, atom 14 (H): 0.867, atom 15 (O): -0.644, atom 16 (N): 1.006, atom 17 (O): -0.608, atom 18 (C): -0.067, atom 19 (C): -0.113, atom 20 (C): -0.609, atom 21 (C): -0.421, atom 22 (C): -0.450, atom 23 (C): -0.302, atom 24 (H): 0.543, atom 25 (H): 0.387, atom 26 (H): 0.387, atom 27 (H): 0.371, atom 28 (H): 0.435, atom 29 (O): -0.564, atom 30 (N): 0.996, atom 31 (O): -0.598, atom 32 (C): 0.069, atom 33 (C): -0.246, atom 34 (C): -0.489, atom 35 (C): -0.379, atom 36 (C): -0.498, atom 37 (C): -0.235, atom 38 (H): 0.412, atom 39 (H): 0.359, atom 40 (H): 0.366, atom 41 (H): 0.358, atom 42 (H): 0.417, atom 43 (O): -0.585, atom 44 (N): 0.966, atom 45 (O): -0.586, atom 46 (C): 0.085, atom 47 (C): -0.382, atom 48 (C): -0.360, atom 49 (C): -0.446, atom 50 (C): -0.368, atom 51 (C): -0.369, atom 52 (H): 0.415, atom 53 (H): 0.363, atom 54 (H): 0.361, atom 55 (H): 0.394, atom 56 (H): 0.504, atom 57 (C): -0.355, atom 58 (C): -0.397, atom 59 (B): 0.091, atom 60 (C): -0.851, atom 61 (C): 0.737, atom 62 (F): -0.275, atom 63 (F): -0.266, atom 64 (F): -0.204, atom 65 (H): 0.236, atom 66 (H): 0.241, atom 67 (H): 0.267, atom 68 (H): 0.248, atom 69 (H): 0.274, atom 70 (H): 0.261